(1)
Here is 16 unconnected molecules or ions with the total composition C24H47BCl30IO3 from the OMol25 dataset. Energies are from ωB97M-V/def2-TZVPD.

The value obtained for the HOMO energy is -4.8490 eV. The LUMO energy comes out at 1.2 eV.

Structure (ORCA input):
```
! RIJCOSX wB97M-V def2-TZVPD def2/J DEFGRID3
* xyz -1 1
C 6.504 1.196 0.749
C 5.746 1.467 2.049
C 4.349 0.857 2.134
C 3.192 1.824 1.836
C 3.213 3.091 2.646
C 3.085 2.125 0.326
O 3.344 3.416 -0.064
B 3.150 3.354 -1.569
O 2.071 2.340 -1.707
C 1.792 1.749 -0.428
C 1.579 0.292 -0.817
C 1.662 -0.663 0.330
O 1.098 -0.590 1.323
I 2.982 -2.409 0.032
H 7.130 0.314 0.788
H 5.871 1.117 -0.127
H 7.166 2.024 0.563
H 6.342 1.033 2.846
H 5.744 2.531 2.229
H 4.233 -0.016 1.503
H 4.201 0.520 3.164
H 2.290 1.292 2.111
H 3.018 2.879 3.691
H 2.393 3.698 2.289
H 4.118 3.670 2.534
H 3.816 1.450 -0.152
H 2.824 4.467 -1.967
H 4.248 3.020 -2.019
H 0.904 2.296 -0.132
H 2.298 -0.009 -1.556
H 0.595 0.186 -1.265
C -0.305 5.633 1.575
Cl 0.857 4.752 0.586
Cl -1.528 4.559 2.279
H 0.227 6.124 2.382
H -0.808 6.368 0.957
C 6.119 1.569 5.718
Cl 7.854 1.209 5.634
Cl 5.761 3.191 5.133
H 5.587 0.852 5.102
H 5.799 1.490 6.750
C 4.491 5.934 -0.664
Cl 5.017 7.142 0.528
Cl 5.529 5.947 -2.096
H 4.528 4.947 -0.211
H 3.476 6.161 -0.966
C -1.490 -2.357 0.144
Cl -0.464 -2.896 -1.190
Cl -2.534 -3.661 0.738
H -0.858 -2.020 0.957
H -2.121 -1.547 -0.206
C -6.523 -4.228 0.328
Cl -7.281 -5.613 1.124
Cl -7.239 -3.928 -1.264
H -6.665 -3.349 0.947
H -5.466 -4.432 0.205
C 6.964 10.884 1.512
Cl 5.951 9.789 2.458
Cl 6.529 10.872 -0.200
H 6.838 11.890 1.894
H 7.996 10.571 1.609
C 10.341 2.919 0.735
Cl 9.112 4.179 0.881
Cl 9.731 1.333 1.226
H 10.658 2.861 -0.299
H 11.179 3.179 1.372
C -9.361 -3.959 -4.391
Cl -8.634 -4.138 -5.992
Cl -10.464 -2.579 -4.331
H -9.916 -4.860 -4.158
H -8.573 -3.808 -3.664
C -12.860 -3.227 -6.984
Cl -12.097 -3.398 -8.567
Cl -13.985 -1.861 -6.941
H -13.410 -4.137 -6.766
H -12.086 -3.063 -6.243
C -4.615 -0.816 -2.176
Cl -4.229 -0.280 -0.534
Cl -5.475 0.429 -3.085
H -3.691 -1.051 -2.693
H -5.246 -1.694 -2.110
C 9.255 -1.709 7.094
Cl 10.418 -2.404 5.958
Cl 8.077 -2.909 7.644
H 9.795 -1.334 7.956
H 8.723 -0.903 6.599
C -5.605 -5.750 -7.443
Cl -5.910 -7.224 -6.514
Cl -4.996 -6.117 -9.061
H -6.533 -5.199 -7.537
H -4.868 -5.154 -6.919
C -13.377 -7.041 -8.702
Cl -13.028 -6.523 -7.047
Cl -14.173 -5.776 -9.646
H -12.443 -7.297 -9.187
H -14.031 -7.903 -8.659
C -7.032 -6.123 4.776
Cl -7.462 -4.451 5.159
Cl -5.829 -6.760 5.904
H -7.924 -6.735 4.836
H -6.623 -6.156 3.774
C 2.024 -1.403 4.352
Cl 1.566 0.257 4.714
Cl 3.211 -2.030 5.510
H 1.140 -2.029 4.386
H 2.452 -1.421 3.358
*
```



(2)
Here is a molecular structure, C24H47Cl22N2 from the OMol25 dataset. Energies are from ωB97M-V/def2-TZVPD.

The value obtained for the HOMO energy is -1.7164 eV. The LUMO energy comes out at 1.7 eV.

Structure (ORCA input):
```
! RIJCOSX wB97M-V def2-TZVPD def2/J DEFGRID3
* xyz -1 1
C 4.077 -1.054 0.022
C 4.181 -1.366 -1.161
N 3.954 -1.945 -2.405
N 5.039 -2.845 -2.648
H 3.894 -0.935 1.103
H 4.928 -3.158 -3.617
H 5.020 -3.647 -2.008
Cl 6.604 1.225 0.944
C 5.898 2.783 0.464
C 4.965 3.335 1.518
Cl 3.482 2.361 1.667
H 5.386 2.640 -0.488
H 6.728 3.474 0.305
H 4.657 4.346 1.246
H 5.442 3.377 2.497
Cl 6.983 -4.632 -0.666
C 8.034 -3.302 -0.118
C 7.593 -2.740 1.214
Cl 6.042 -1.847 1.097
H 8.047 -2.537 -0.894
H 9.041 -3.715 -0.029
H 8.337 -2.029 1.581
H 7.478 -3.528 1.959
Cl 0.751 -0.059 2.229
C 0.031 1.524 2.599
C -1.078 1.427 3.622
Cl -2.520 0.595 2.977
H -0.322 1.959 1.668
H 0.834 2.154 2.986
H -1.395 2.428 3.916
H -0.753 0.895 4.516
Cl -0.641 -0.262 -2.912
C 0.751 -0.973 -3.775
C 0.958 -0.350 -5.133
Cl -0.346 -0.779 -6.279
H 0.592 -2.047 -3.846
H 1.632 -0.802 -3.150
H 1.891 -0.714 -5.565
H 1.011 0.736 -5.073
Cl 2.274 3.401 -1.573
C 0.541 3.001 -1.641
C -0.323 4.134 -1.129
Cl -0.148 4.386 0.629
H 0.385 2.083 -1.075
H 0.301 2.801 -2.686
H -1.374 3.907 -1.311
H -0.085 5.072 -1.626
Cl 1.361 5.517 -4.200
C 0.638 7.066 -4.700
C -0.303 7.620 -3.655
Cl -1.786 6.644 -3.499
H 0.133 6.911 -5.653
H 1.463 7.761 -4.860
H -0.616 8.626 -3.937
H 0.172 7.674 -2.675
Cl -1.879 -5.629 0.588
C -2.451 -4.134 -0.202
C -1.695 -3.836 -1.475
Cl -0.006 -3.371 -1.161
H -2.365 -3.319 0.516
H -3.507 -4.280 -0.424
H -2.162 -2.996 -1.994
H -1.689 -4.690 -2.151
Cl -5.817 -4.589 2.120
C -6.942 -3.412 1.395
C -6.877 -3.419 -0.114
Cl -5.334 -2.767 -0.717
H -6.711 -2.429 1.801
H -7.943 -3.689 1.724
H -7.669 -2.790 -0.522
H -7.002 -4.424 -0.517
Cl 1.096 -7.007 -5.556
C 0.485 -5.361 -5.861
C -0.357 -4.844 -4.718
Cl -1.911 -5.712 -4.579
H -0.075 -5.376 -6.796
H 1.356 -4.719 -5.996
H -0.597 -3.792 -4.883
H 0.164 -4.928 -3.765
Cl -9.311 -1.585 7.002
C -7.939 -2.303 6.120
C -7.743 -1.673 4.760
Cl -9.063 -2.084 3.633
H -8.109 -3.376 6.044
H -7.051 -2.141 6.732
H -6.819 -2.042 4.313
H -7.680 -0.588 4.825
Cl -1.376 4.585 4.681
C -1.368 5.405 6.261
C -0.180 5.003 7.105
Cl -0.288 3.310 7.651
H -2.310 5.183 6.762
H -1.334 6.477 6.062
H -0.138 5.622 8.002
H 0.756 5.124 6.562
*
```



(3)
Here is a molecular structure, C24H47ClF3N3O10P3S3 from the OMol25 dataset. Energies are from ωB97M-V/def2-TZVPD.

The value obtained for the HOMO energy is -10.7827 eV. The LUMO energy comes out at -2.7 eV.

Structure (ORCA input):
```
! RIJCOSX wB97M-V def2-TZVPD def2/J DEFGRID3
* xyz 1 1
C 7.691 3.218 1.100
C 7.209 2.718 -0.030
C 7.832 1.582 -0.737
O 8.982 1.552 -1.013
O 6.962 0.598 -1.098
C 7.307 -0.722 -0.638
C 6.388 -1.123 0.501
C 4.909 -1.217 0.060
C 4.334 -2.646 0.079
C 2.918 -2.776 0.680
C 1.795 -2.772 -0.394
C 0.663 -1.707 -0.278
C 1.277 -0.365 0.147
O 1.164 0.626 -0.878
C 2.418 1.301 -1.093
C 2.394 2.164 -2.347
C 1.193 3.112 -2.483
C -0.536 -2.145 0.606
P -0.020 -3.100 2.144
S -1.371 -4.157 3.022
N -1.330 -0.921 0.827
P -2.179 -0.847 2.278
O -1.244 -0.944 3.401
O -2.922 0.569 2.252
O -3.327 -1.937 2.317
C -1.931 -0.285 -0.396
S -3.760 -0.537 -0.555
P -1.633 1.680 -0.293
O -0.963 1.867 1.175
O -3.091 2.349 -0.185
C -1.304 -0.789 -1.799
S -2.507 -1.956 -2.655
C -1.108 0.350 -2.810
C -0.679 -0.109 -4.228
C -1.706 0.185 -5.329
Cl -1.216 1.582 -6.317
N 0.027 -1.614 -1.685
N -0.064 -2.881 -2.321
H 7.435 4.218 1.423
H 8.348 2.641 1.736
H 6.321 3.151 -0.476
H 8.337 -0.717 -0.283
H 7.230 -1.410 -1.478
H 6.473 -0.381 1.294
H 6.753 -2.083 0.869
H 4.331 -0.546 0.692
H 4.877 -0.834 -0.962
H 4.353 -3.081 -0.920
H 4.987 -3.260 0.698
H 2.783 -2.037 1.467
H 2.897 -3.744 1.178
H 2.278 -2.617 -1.360
H 1.335 -3.756 -0.374
H 0.843 0.003 1.077
H 2.338 -0.480 0.337
H 3.212 0.565 -1.222
H 2.634 1.936 -0.227
H 3.310 2.750 -2.367
H 2.417 1.474 -3.195
H 1.490 4.151 -2.346
H 0.393 2.907 -1.777
H 0.793 3.061 -3.496
H -1.162 -2.876 0.076
H 0.716 -2.198 2.922
H 0.916 -3.986 1.616
H -3.767 0.551 2.721
H -4.219 -1.572 2.363
H -4.153 0.412 0.296
H -0.038 2.100 1.032
H -3.420 2.489 0.716
H -3.218 -1.027 -3.294
H -2.084 0.825 -2.902
H -0.368 1.047 -2.460
H 0.201 0.478 -4.495
H -0.376 -1.154 -4.279
H -1.846 -0.670 -5.984
H -2.680 0.441 -4.920
H 0.704 -1.089 -2.246
H 0.740 -3.066 -2.897
H -0.292 -3.631 -1.687
C -8.861 3.344 4.456
C -9.365 2.257 3.535
O -8.269 1.459 3.017
C -7.825 0.503 3.809
O -8.203 0.209 4.899
C -6.707 -0.275 3.087
F -5.825 0.559 2.468
F -7.208 -1.075 2.148
F -5.999 -1.016 3.933
H -8.118 3.961 3.949
H -9.688 3.978 4.770
H -8.394 2.921 5.346
H -9.844 2.681 2.657
H -10.085 1.608 4.030
*
```



(4)
Here is 2 unconnected molecules or ions with the total composition C24H47FO7S2 from the OMol25 dataset. Energies are from ωB97M-V/def2-TZVPD.

The value obtained for the HOMO energy is -10.5245 eV. The LUMO energy comes out at 0.3 eV.

Structure (ORCA input):
```
! RIJCOSX wB97M-V def2-TZVPD def2/J DEFGRID3
* xyz 0 1
C 7.001 -3.053 0.534
C 8.014 -2.381 -0.385
C 7.363 -1.874 -1.675
C 6.520 -0.631 -1.481
C 7.312 0.590 -0.989
C 6.884 1.084 0.402
C 5.981 2.327 0.351
C 4.861 2.305 1.406
C 3.605 3.081 0.981
C 2.298 2.303 1.192
C 1.214 2.612 0.133
C 0.012 3.285 0.785
C -1.040 3.836 -0.178
C -1.433 2.932 -1.352
C -2.747 2.191 -1.151
C -2.735 1.314 0.085
C -2.580 -0.188 -0.222
C -2.445 -0.903 1.113
C -1.890 -2.342 1.087
C -1.408 -2.785 -0.252
O -0.408 -2.351 -0.843
F -2.170 -3.756 -0.811
C -3.806 -0.835 1.781
O -4.061 0.485 2.268
S -4.172 1.581 1.100
O -4.078 2.840 1.750
O -5.345 1.345 0.321
H 6.716 -4.004 0.102
H 7.470 -3.264 1.487
H 6.134 -2.429 0.693
H 8.478 -1.530 0.098
H 8.761 -3.114 -0.654
H 6.738 -2.677 -2.058
H 8.132 -1.713 -2.423
H 5.680 -0.835 -0.830
H 6.096 -0.383 -2.449
H 7.195 1.383 -1.714
H 8.369 0.359 -0.939
H 7.788 1.361 0.934
H 6.415 0.280 0.953
H 5.571 2.477 -0.641
H 6.599 3.189 0.574
H 5.267 2.769 2.297
H 4.623 1.285 1.682
H 3.701 3.439 -0.034
H 3.555 3.956 1.618
H 1.900 2.582 2.160
H 2.505 1.242 1.240
H 0.921 1.661 -0.293
H 1.630 3.243 -0.643
H 0.397 4.129 1.349
H -0.397 2.604 1.526
H -0.687 4.784 -0.562
H -1.937 4.057 0.392
H -0.655 2.240 -1.650
H -1.603 3.574 -2.208
H -2.923 1.576 -2.026
H -3.560 2.905 -1.133
H -1.891 1.570 0.709
H -3.480 -0.499 -0.743
H -1.717 -0.276 -0.868
H -1.796 -0.290 1.725
H -1.047 -2.389 1.757
H -2.643 -3.029 1.458
H -4.577 -1.138 1.082
H -3.816 -1.516 2.621
C -7.916 -0.856 0.572
C -7.115 -2.135 0.449
O -7.838 -3.200 -0.202
S -8.003 -3.122 -1.782
C -8.572 -4.768 -2.025
O -6.706 -2.968 -2.366
O -9.054 -2.212 -2.104
H -8.109 -0.414 -0.403
H -7.368 -0.127 1.168
H -8.880 -1.052 1.042
H -6.174 -1.963 -0.077
H -6.872 -2.519 1.439
H -7.782 -5.460 -1.751
H -8.817 -4.867 -3.080
H -9.460 -4.924 -1.418
*
```



(5)
Here is 4 unconnected molecules or ions with the total composition C24H47IO7S from the OMol25 dataset. Energies are from ωB97M-V/def2-TZVPD.

The value obtained for the HOMO energy is -9.4754 eV. The LUMO energy comes out at 0.1 eV.

Structure (ORCA input):
```
! RIJCOSX wB97M-V def2-TZVPD def2/J DEFGRID3
* xyz 0 1
C 5.156 1.998 -2.002
C 5.792 0.677 -1.445
C 5.204 -0.615 -2.133
C 3.822 -0.878 -1.443
C 2.865 -1.802 -2.256
C 1.377 -1.429 -1.884
C 0.487 -2.670 -1.496
C -0.617 -2.162 -0.489
C -2.064 -2.567 -0.902
C -2.559 -1.547 -1.992
C -4.094 -1.320 -1.795
O -4.445 -0.269 -0.875
S -5.897 0.348 -1.377
O -5.917 1.794 -1.671
O -7.013 -0.027 -0.481
O -6.135 -0.622 -2.697
C -4.831 -1.038 -3.149
I -4.039 0.613 -4.309
H 4.832 2.670 -1.193
H 5.959 2.560 -2.524
H 4.269 1.834 -2.639
H 6.895 0.697 -1.443
H 5.464 0.597 -0.385
H 5.097 -0.462 -3.221
H 5.884 -1.460 -1.896
H 3.329 0.120 -1.396
H 3.938 -1.194 -0.386
H 3.067 -2.881 -2.135
H 2.985 -1.583 -3.339
H 0.902 -0.955 -2.762
H 1.416 -0.776 -0.996
H 1.094 -3.466 -1.024
H 0.035 -3.079 -2.423
H -0.615 -1.057 -0.405
H -0.341 -2.542 0.506
H -2.741 -2.429 -0.030
H -2.164 -3.621 -1.215
H -2.085 -0.554 -1.871
H -2.315 -1.918 -3.004
H -4.439 -2.308 -1.433
H -4.958 -1.987 -3.688
C -3.858 1.093 2.864
C -2.824 1.305 3.957
C -1.783 0.253 3.614
O -1.821 0.087 2.192
C -2.984 0.748 1.671
H -4.495 1.959 2.687
H -4.499 0.244 3.118
H -2.389 2.305 3.869
H -3.222 1.195 4.966
H -2.027 -0.711 4.074
H -0.776 0.540 3.921
H -2.654 1.651 1.146
H -3.486 0.096 0.956
C 2.959 6.640 -0.250
C 3.145 6.830 -1.745
C 4.215 5.800 -2.062
O 4.040 4.725 -1.130
C 3.130 5.139 -0.102
H 2.000 6.997 0.123
H 3.753 7.163 0.292
H 2.218 6.579 -2.269
H 3.432 7.842 -2.029
H 5.219 6.212 -1.917
H 4.142 5.415 -3.080
H 2.182 4.614 -0.258
H 3.528 4.854 0.874
C -1.061 -3.660 4.339
C -2.053 -4.800 4.204
C -2.535 -4.627 2.774
O -1.444 -4.062 2.035
C -0.436 -3.623 2.956
H -0.328 -3.806 5.132
H -1.594 -2.725 4.534
H -1.536 -5.758 4.311
H -2.864 -4.768 4.932
H -3.378 -3.929 2.720
H -2.836 -5.570 2.315
H 0.412 -4.314 2.885
H -0.095 -2.624 2.677
*
```